1.
C40H87F9IN9O2P | ωB97M-V with the def2-TZVPD basis set

ORCA input file:
```
! wB97M-V def2-TZVPD RIJCOSX def2/J DEFGRID3
* xyz 1 1
C -3.094 -1.702 1.193
C -3.827 -0.800 0.070
C -4.396 0.585 0.630
C -3.689 1.902 0.008
N -2.250 1.723 -0.349
C -1.844 2.463 -1.552
C -0.800 3.595 -1.095
N 0.428 2.931 -0.607
C 1.021 1.986 -1.583
N 1.502 2.845 -2.727
C 2.329 1.377 -0.901
C 2.051 0.289 0.218
O 1.069 0.237 0.967
I 3.578 -1.264 0.525
C -0.017 0.842 -2.103
P 0.791 -0.388 -3.297
N 2.304 0.192 -3.959
O 1.245 -1.735 -2.310
N -1.207 1.572 -2.619
C -2.312 0.749 -3.195
C -3.005 1.516 -4.454
C -2.189 1.388 -5.804
F -2.270 2.669 -6.434
F -0.820 1.129 -5.652
C -2.794 0.360 -6.873
F -1.834 0.344 -7.927
F -3.960 0.850 -7.505
C -2.901 -1.143 -6.387
F -1.741 -1.565 -5.692
F -2.925 -1.943 -7.554
C -4.157 -1.554 -5.516
F -5.238 -0.690 -5.526
F -3.868 -1.828 -4.161
F -4.633 -2.781 -6.027
H -3.814 -2.205 1.907
H -2.331 -1.027 1.700
H -2.518 -2.503 0.604
H -4.731 -1.413 -0.286
H -3.091 -0.709 -0.786
H -5.499 0.654 0.317
H -4.379 0.541 1.762
H -4.352 2.291 -0.824
H -3.717 2.694 0.844
H -1.731 2.018 0.488
H -2.721 3.002 -2.029
H -0.601 4.309 -1.974
H -1.270 4.228 -0.278
H 0.340 2.540 0.336
H 1.579 3.824 -2.427
H 2.480 2.564 -2.919
H 2.849 2.258 -0.374
H 3.093 0.950 -1.617
H -0.278 0.246 -1.154
H 3.061 -0.277 -3.438
H 2.360 -0.213 -4.911
H 0.452 -2.023 -1.799
H -0.907 2.238 -3.366
H -2.020 -0.270 -3.588
H -3.186 0.566 -2.474
H -4.106 1.262 -4.524
H -2.963 2.629 -4.166
C 4.914 2.478 2.034
C 6.411 2.255 2.199
N 7.131 2.100 0.939
C 8.506 1.636 1.117
C 9.479 2.560 1.848
C 6.958 3.172 -0.034
C 7.353 4.587 0.387
H 4.457 1.663 1.466
H 4.435 2.514 3.015
H 4.692 3.424 1.532
H 6.535 1.340 2.787
H 6.822 3.073 2.804
H 8.929 1.381 0.139
H 8.472 0.685 1.661
H 9.808 3.384 1.214
H 10.378 2.001 2.126
H 9.058 2.972 2.767
H 5.905 3.191 -0.339
H 7.495 2.915 -0.954
H 7.026 4.832 1.400
H 6.891 5.315 -0.286
H 8.430 4.740 0.324
C -2.493 1.971 4.103
C -3.936 2.015 4.588
N -4.183 1.243 5.798
C -5.605 1.088 6.099
C -6.400 2.347 6.442
C -3.335 1.556 6.944
C -3.353 2.991 7.471
H -2.165 0.943 3.931
H -2.405 2.515 3.157
H -1.808 2.443 4.811
H -4.555 1.609 3.781
H -4.232 3.065 4.710
H -5.723 0.365 6.914
H -6.082 0.612 5.235
H -6.193 2.695 7.454
H -7.472 2.128 6.398
H -6.210 3.166 5.745
H -2.301 1.304 6.683
H -3.574 0.875 7.767
H -3.334 3.734 6.671
H -2.471 3.165 8.094
H -4.224 3.178 8.099
C -11.075 -3.692 -2.617
C -9.770 -2.907 -2.577
N -8.574 -3.743 -2.554
C -7.357 -2.993 -2.261
C -6.908 -1.944 -3.278
C -8.455 -4.725 -3.626
C -8.457 -4.210 -5.066
H -11.148 -4.380 -1.771
H -11.922 -3.002 -2.561
H -11.184 -4.262 -3.542
H -9.790 -2.300 -1.667
H -9.759 -2.205 -3.421
H -6.534 -3.696 -2.093
H -7.495 -2.491 -1.296
H -6.452 -2.402 -4.155
H -6.145 -1.298 -2.828
H -7.726 -1.298 -3.604
H -9.275 -5.444 -3.523
H -7.554 -5.326 -3.468
H -9.207 -3.435 -5.236
H -8.681 -5.033 -5.751
H -7.481 -3.818 -5.354
C 7.484 -2.060 2.934
C 8.988 -2.155 2.714
N 9.614 -3.296 3.371
C 11.074 -3.231 3.365
C 11.783 -3.303 2.012
C 9.049 -4.604 3.061
C 9.036 -5.046 1.597
H 7.242 -2.025 4.000
H 7.100 -1.146 2.472
H 6.949 -2.899 2.482
H 9.428 -1.236 3.115
H 9.184 -2.150 1.634
H 11.471 -4.019 4.012
H 11.371 -2.295 3.851
H 11.796 -4.318 1.615
H 12.827 -2.997 2.128
H 11.334 -2.642 1.268
H 8.017 -4.627 3.431
H 9.560 -5.369 3.655
H 8.735 -4.245 0.918
H 8.323 -5.865 1.467
H 10.009 -5.422 1.282
*
```

The HOMO-LUMO gap comes out at 7.0 eV. For the LUMO energy, the calculation gives -2.34 eV. The HOMO energy is -9.3 eV. The total energy comes out at -102233.9031 eV.

=====

2.
C40H87N6O10 | ωB97M-V with the def2-TZVPD basis set

ORCA input file:
```
! wB97M-V def2-TZVPD RIJCOSX def2/J DEFGRID3
* xyz 1 1
C 5.368 -2.836 2.483
C 5.098 -2.865 0.972
C 3.659 -2.531 0.595
C 3.196 -1.127 1.015
C 1.795 -1.142 1.607
C 1.158 0.241 1.695
C -0.338 0.215 1.973
N -0.709 -0.667 3.092
C -0.940 -2.024 3.038
O -0.797 -2.784 1.959
N -1.408 -2.244 0.635
O -2.503 -2.511 0.547
C -1.264 -2.434 4.294
N -1.179 -1.321 5.103
C -1.392 -1.333 6.554
O -0.330 -0.784 7.246
C 0.704 -1.693 7.628
C 1.601 -2.109 6.483
C -0.862 -0.251 4.361
C -0.725 1.135 4.867
C -2.074 1.902 5.003
C -3.340 1.155 4.580
C -4.611 1.795 5.180
C -5.738 2.002 4.172
C -6.208 0.719 3.494
C -7.095 -0.143 4.386
C -7.844 -1.230 3.614
O -9.198 -1.244 4.019
C -9.808 -2.517 4.073
H 4.616 -2.262 3.022
H 5.340 -3.844 2.891
H 6.345 -2.419 2.708
H 5.791 -2.218 0.435
H 5.302 -3.879 0.627
H 3.532 -2.648 -0.481
H 3.015 -3.277 1.069
H 3.202 -0.484 0.138
H 3.896 -0.736 1.753
H 1.175 -1.781 0.972
H 1.796 -1.604 2.598
H 1.305 0.800 0.774
H 1.645 0.797 2.501
H -0.682 1.204 2.254
H -0.902 -0.078 1.093
H -1.506 -3.419 4.645
H -2.284 -0.759 6.795
H -1.561 -2.374 6.829
H 1.291 -1.153 8.366
H 0.274 -2.560 8.135
H 1.975 -1.230 5.960
H 1.108 -2.766 5.769
H 2.463 -2.645 6.874
H -0.204 1.086 5.818
H -0.064 1.677 4.198
H -2.003 2.782 4.365
H -2.161 2.283 6.017
H -3.309 0.114 4.893
H -3.429 1.221 3.496
H -4.359 2.734 5.672
H -4.986 1.145 5.973
H -6.583 2.450 4.694
H -5.412 2.728 3.425
H -5.357 0.142 3.129
H -6.783 0.990 2.607
H -7.842 0.480 4.873
H -6.494 -0.624 5.159
H -7.387 -2.210 3.768
H -7.796 -1.017 2.541
H -9.357 -3.214 3.366
H -10.857 -2.403 3.814
H -9.742 -2.936 5.079
C 0.203 -3.093 -7.327
O 0.270 -1.821 -6.712
C -0.985 -1.280 -6.326
C -1.101 -1.209 -4.820
N -1.197 -2.537 -4.230
C -1.079 -2.561 -2.780
C 0.237 -2.103 -2.163
O 1.335 -2.952 -2.418
C 2.014 -2.740 -3.644
H 1.200 -3.322 -7.700
H -0.098 -3.880 -6.626
H -0.493 -3.091 -8.170
H -1.807 -1.861 -6.752
H -1.045 -0.265 -6.728
H -2.001 -0.642 -4.559
H -0.232 -0.642 -4.454
H -0.477 -3.127 -4.627
H -1.258 -3.590 -2.451
H -1.890 -1.949 -2.366
H 0.114 -2.106 -1.079
H 0.483 -1.073 -2.451
H 1.983 -1.688 -3.945
H 1.606 -3.350 -4.454
H 3.053 -3.034 -3.496
C 7.805 2.459 -3.920
O 6.565 2.736 -4.541
C 6.270 1.920 -5.667
C 5.107 0.998 -5.378
N 5.471 -0.017 -4.398
C 4.356 -0.806 -3.893
C 3.262 -0.084 -3.117
O 3.677 0.429 -1.862
C 4.284 1.711 -1.886
H 7.974 3.237 -3.177
H 7.811 1.486 -3.417
H 8.625 2.483 -4.643
H 7.151 1.349 -5.972
H 5.994 2.582 -6.491
H 4.806 0.503 -6.306
H 4.266 1.625 -5.048
H 5.934 0.432 -3.619
H 4.769 -1.579 -3.240
H 3.888 -1.322 -4.739
H 2.485 -0.823 -2.890
H 2.784 0.705 -3.709
H 3.876 2.334 -2.686
H 5.369 1.651 -2.001
H 4.078 2.187 -0.927
C -0.858 6.449 -2.807
O -1.888 5.497 -2.988
C -1.776 4.720 -4.173
C -1.482 3.274 -3.842
N -0.143 3.123 -3.287
C 0.141 1.810 -2.729
C -0.676 1.341 -1.534
O -0.434 2.067 -0.341
C -1.179 3.263 -0.179
H -1.137 7.067 -1.956
H 0.111 5.981 -2.598
H -0.752 7.092 -3.685
H -1.008 5.131 -4.834
H -2.734 4.770 -4.695
H -1.557 2.675 -4.754
H -2.268 2.932 -3.153
H -0.006 3.823 -2.569
H 1.191 1.799 -2.425
H 0.034 1.065 -3.526
H -0.362 0.315 -1.315
H -1.752 1.306 -1.745
H -2.161 3.194 -0.653
H -0.653 4.133 -0.578
H -1.316 3.424 0.892
*
```

The HOMO-LUMO gap comes out at 6.4 eV. For the LUMO energy, the calculation gives -3.88 eV. The HOMO energy is -10.2 eV. The total energy comes out at -72292.9285 eV.

=====

3.
C40H90F12KN11O24S12 | ωB97M-V with the def2-TZVPD basis set

ORCA input file:
```
! wB97M-V def2-TZVPD RIJCOSX def2/J DEFGRID3
* xyz 0 1
K -8.052 25.424 3.930
C -3.243 15.338 13.531
C -2.685 13.845 13.613
C -2.187 13.331 12.231
N -1.521 11.874 12.228
C -0.344 11.881 13.242
C -2.690 10.894 12.600
C -2.798 10.041 11.346
C -2.223 10.729 10.142
C -0.995 11.502 10.762
H -3.432 15.846 14.476
H -4.209 15.263 13.032
H -2.611 16.029 12.972
H -3.571 13.333 13.988
H -1.886 13.891 14.354
H -1.413 13.954 11.782
H -2.913 13.286 11.420
H -0.719 12.164 14.226
H 0.352 12.661 12.936
H 0.244 10.973 13.107
H -2.421 10.245 13.433
H -3.619 11.379 12.899
H -2.247 9.127 11.566
H -3.771 9.654 11.044
H -1.956 9.920 9.462
H -2.884 11.355 9.542
H -0.170 10.823 10.979
H -0.555 12.348 10.235
C -9.967 15.555 8.645
C -10.981 16.065 7.646
C -10.922 17.663 7.561
N -12.058 18.454 6.811
C -12.180 17.839 5.426
C -12.004 19.997 6.968
C -13.312 20.577 7.399
C -14.230 19.377 7.395
C -13.376 18.228 7.656
H -10.020 14.504 8.927
H -10.129 16.045 9.605
H -8.926 15.805 8.439
H -11.972 15.634 7.794
H -10.645 15.699 6.676
H -10.028 17.808 6.954
H -10.908 18.166 8.528
H -11.450 18.425 4.867
H -13.188 17.972 5.034
H -11.875 16.795 5.354
H -11.610 20.451 6.059
H -11.314 20.103 7.806
H -13.753 21.251 6.664
H -13.313 21.194 8.298
H -14.681 19.185 6.422
H -15.053 19.310 8.107
H -13.734 17.252 7.329
H -13.146 18.085 8.712
C -16.762 7.898 -4.101
C -15.995 8.081 -2.736
C -16.068 9.516 -2.189
N -15.405 9.716 -0.766
C -13.833 9.519 -0.859
C -15.682 11.097 -0.138
C -15.835 10.872 1.387
C -15.818 9.331 1.553
C -16.023 8.717 0.249
H -16.524 6.992 -4.658
H -16.589 8.777 -4.721
H -17.828 7.814 -3.890
H -14.954 7.926 -3.020
H -16.340 7.309 -2.048
H -17.050 9.970 -2.062
H -15.544 10.239 -2.814
H -13.335 10.324 -1.400
H -13.648 8.591 -1.400
H -13.421 9.503 0.150
H -14.793 11.713 -0.275
H -16.590 11.533 -0.554
H -14.974 11.353 1.852
H -16.728 11.234 1.896
H -14.850 9.083 1.989
H -16.507 8.912 2.286
H -15.457 7.815 0.021
H -17.071 8.487 0.056
C -17.037 27.142 9.690
C -18.075 26.702 10.731
C -19.094 25.737 10.079
N -20.171 25.150 11.032
C -20.978 26.287 11.698
C -19.478 24.093 12.027
C -20.459 23.008 12.308
C -21.558 23.118 11.251
C -21.058 24.112 10.221
H -17.586 27.507 8.822
H -16.272 26.474 9.295
H -16.453 27.970 10.093
H -18.620 27.586 11.061
H -17.651 26.329 11.662
H -18.656 24.844 9.634
H -19.680 26.233 9.305
H -20.232 26.798 12.307
H -21.640 25.810 12.422
H -21.407 27.039 11.036
H -19.103 24.589 12.922
H -18.680 23.717 11.388
H -20.883 22.921 13.309
H -20.038 22.007 12.210
H -22.505 23.407 11.708
H -21.801 22.205 10.707
H -21.804 24.737 9.730
H -20.478 23.695 9.398
C -13.175 12.773 23.985
C -13.061 13.328 22.533
C -11.606 13.888 22.336
N -11.293 14.456 20.942
C -12.319 15.521 20.599
C -11.277 13.342 19.860
C -10.240 13.731 18.808
C -9.518 14.952 19.334
C -9.863 15.022 20.852
H -13.974 12.031 23.961
H -13.584 13.440 24.743
H -12.170 12.467 24.276
H -14.000 13.860 22.381
H -13.190 12.483 21.857
H -10.881 13.074 22.328
H -11.394 14.615 23.120
H -12.316 16.181 21.466
H -13.372 15.283 20.450
H -11.949 16.027 19.707
H -12.250 13.208 19.387
H -11.000 12.405 20.342
H -10.530 13.845 17.763
H -9.517 12.918 18.735
H -9.933 15.863 18.903
H -8.435 15.007 19.229
H -9.811 16.046 21.224
H -9.127 14.461 21.428
N -6.402 22.230 7.605
S -5.197 21.303 7.884
O -5.435 20.177 8.817
O -3.870 21.936 7.870
F -5.308 20.592 6.404
S -6.431 22.877 9.136
O -5.319 23.756 9.512
O -7.002 22.019 10.162
F -7.590 23.966 8.938
N -10.872 6.247 4.257
S -11.512 4.939 4.518
O -12.934 4.849 4.881
O -10.723 3.812 4.951
F -11.741 4.616 2.936
S -10.462 6.466 5.891
O -9.036 6.601 6.074
O -11.216 5.902 7.002
F -10.925 8.018 5.980
N -22.249 16.005 9.372
S -23.549 15.734 8.268
O -23.440 14.598 7.378
O -24.166 16.925 7.657
F -24.656 15.329 9.403
S -21.227 16.040 8.233
O -21.192 17.274 7.427
O -20.718 14.790 7.632
F -20.038 16.342 9.282
N -12.730 24.843 1.991
S -13.836 26.115 2.074
O -15.149 25.898 2.666
O -13.748 27.065 0.941
F -13.040 27.038 3.205
S -13.456 23.951 1.026
O -13.770 24.434 -0.281
O -14.446 23.035 1.603
F -12.188 22.925 0.972
N -5.413 12.990 1.683
S -3.973 13.355 2.347
O -4.003 13.939 3.699
O -2.752 13.438 1.514
F -3.829 11.803 2.709
S -5.749 14.408 1.335
O -4.924 15.076 0.312
O -6.400 15.169 2.407
F -7.010 14.123 0.391
N -14.681 20.211 15.479
S -14.884 21.419 16.679
O -14.830 22.859 16.243
O -14.284 21.081 18.008
F -16.460 21.146 16.906
S -13.285 20.713 15.069
O -12.221 20.749 16.070
O -13.313 21.694 13.992
F -12.988 19.308 14.344
*
```

The HOMO-LUMO gap comes out at 6.2 eV. For the LUMO energy, the calculation gives -1.67 eV. The HOMO energy is -7.9 eV. The total energy comes out at -287403.9828 eV. The calculation puts the relative energy (zero: lowest compared OMol25 entry of this formula, charge and spin) at 0.0 kJ/mol.

=====

> What is the formula in the first record?

C40H87F9IN9O2P